Entry 1:
Here is C22H37N2O6S5W as an isolated structure from the Open Molecules 2025 dataset. Energies are from ωB97M-V with the def2-TZVPD basis set.

The geometry in ORCA input format:
```
! wB97M-V def2-TZVPD RIJCOSX def2/J DEFGRID3
* xyz 3 3
W -0.521 -0.917 0.097
C -2.082 1.541 1.249
C -3.102 1.120 0.235
O -2.505 0.001 -0.471
C -3.046 -0.248 -1.793
C -2.678 -1.664 -2.094
O -1.255 -1.829 -1.866
C -0.382 -1.683 -3.022
C 0.550 -0.521 -2.812
O 1.082 -0.519 -1.451
C 2.257 -1.336 -1.226
C 1.899 -2.756 -0.778
O 0.543 -2.732 -0.254
C 0.222 -3.661 0.818
C -1.269 -3.595 1.056
O -1.751 -2.250 1.339
C -1.729 -1.824 2.725
C -2.243 -0.417 2.704
O -1.432 0.348 1.771
H -2.518 2.123 2.058
H -1.291 2.113 0.769
H -3.285 1.942 -0.455
H -4.041 0.777 0.666
H -2.610 0.472 -2.485
H -4.130 -0.141 -1.771
H -2.939 -1.945 -3.111
H -3.173 -2.345 -1.404
H -0.975 -1.493 -3.915
H 0.131 -2.635 -3.142
H 0.032 0.430 -2.909
H 1.372 -0.555 -3.525
H 2.826 -0.822 -0.463
H 2.851 -1.365 -2.135
H 2.585 -3.083 0.003
H 1.915 -3.477 -1.590
H 0.805 -3.390 1.697
H 0.461 -4.681 0.522
H -1.529 -4.281 1.860
H -1.793 -3.896 0.153
H -0.712 -1.880 3.112
H -2.388 -2.459 3.316
H -2.162 0.033 3.691
H -3.284 -0.399 2.384
N 0.948 -0.678 1.412
C 1.854 -0.440 2.122
N 2.839 -0.159 2.882
C 3.776 0.977 2.612
C 3.741 1.950 3.781
C 4.023 1.234 5.105
C 3.033 0.087 5.324
C 3.091 -0.894 4.163
H 3.494 1.447 1.672
H 4.771 0.543 2.502
H 2.762 2.437 3.820
H 4.485 2.724 3.595
H 3.959 1.943 5.929
H 5.043 0.837 5.099
H 2.017 0.485 5.411
H 3.255 -0.455 6.244
H 2.369 -1.703 4.253
H 4.089 -1.328 4.078
C -0.850 2.535 -6.957
S -0.719 2.146 -5.197
C -1.423 3.520 -4.454
C -1.518 3.598 -3.048
S -0.928 2.453 -1.960
S -2.283 5.035 -2.469
C -2.590 5.797 -4.004
S -3.310 7.219 -4.186
S -2.027 4.840 -5.354
H -0.549 1.631 -7.481
H -0.176 3.348 -7.218
H -1.877 2.773 -7.229
*
```

For the relative energy (zero: lowest compared OMol25 entry of this formula, charge and spin), the calculation gives 33.01 kJ/mol. For the HOMO energy (spin up / spin down), the calculation gives -14.2 / -15.0 eV. Its HOMO-LUMO gap (spin up / spin down) is 6.06 / 6.11 eV.

Atom charges from the Mulliken analysis, given in e for atoms 1 to 5: 3.011, -0.529, -0.748, -0.790, -0.415

Entry 2:
Here is C26H31BCl5N3O2SbScSe4 as an isolated structure from the Open Molecules 2025 dataset. Energies are from ωB97M-V with the def2-TZVPD basis set.

The geometry in ORCA input format:
```
! wB97M-V def2-TZVPD RIJCOSX def2/J DEFGRID3
* xyz -2 1
Sc 0.033 -0.864 -0.004
Se -4.612 -3.541 0.989
Sb -2.484 -3.292 -0.116
Se -0.476 -3.187 1.334
Se -2.374 -1.158 -1.479
Se -2.024 -5.210 -1.668
C -0.759 4.640 -0.413
C -1.557 3.511 -0.288
C -1.090 2.258 -0.655
C 0.216 2.080 -1.138
C 1.015 3.234 -1.254
C 0.533 4.484 -0.905
N 0.721 0.804 -1.388
C 1.663 0.707 -2.399
C 1.477 1.336 -3.648
C 2.363 1.148 -4.693
C 3.485 0.334 -4.545
C 3.699 -0.271 -3.313
C 2.815 -0.086 -2.261
H -1.129 5.617 -0.126
H -2.568 3.591 0.097
H -1.744 1.402 -0.561
H 2.037 3.131 -1.598
H 1.186 5.346 -0.997
H 0.599 1.957 -3.786
H 2.170 1.635 -5.644
H 4.177 0.189 -5.365
H 4.571 -0.898 -3.160
H 2.995 -0.560 -1.307
N -1.631 -3.099 -3.947
C -0.189 -2.968 -4.279
C 0.511 -1.981 -3.354
N 0.646 -2.412 -1.960
H -2.229 -3.197 -4.759
H -1.965 -2.305 -3.333
H -1.797 -3.956 -3.279
H -0.104 -2.617 -5.308
H 0.253 -3.964 -4.208
H -0.039 -1.037 -3.379
H 1.499 -1.775 -3.769
H 1.595 -2.707 -1.759
H 0.056 -3.217 -1.742
Cl 2.948 -3.712 -0.036
C 3.284 -2.262 0.901
C 2.377 -1.211 0.888
C 2.798 -0.108 1.624
Cl 1.774 1.300 1.629
C 3.989 -0.032 2.343
Cl 4.422 1.387 3.237
C 4.849 -1.125 2.329
Cl 6.342 -1.074 3.203
C 4.496 -2.251 1.594
Cl 5.582 -3.605 1.561
C -1.766 0.390 5.195
C -1.775 0.925 3.773
C -1.274 2.366 3.746
O -0.867 0.148 2.985
B -1.360 0.047 1.671
O -2.669 0.536 1.663
C -3.114 0.729 3.016
C -4.047 1.929 3.047
C -3.859 -0.531 3.433
H -0.779 0.554 5.634
H -1.973 -0.678 5.208
H -2.508 0.904 5.815
H -0.250 2.383 4.123
H -1.888 3.029 4.361
H -1.259 2.747 2.722
H -3.575 2.807 2.606
H -4.347 2.166 4.072
H -4.945 1.696 2.472
H -3.206 -1.404 3.398
H -4.660 -0.719 2.719
H -4.285 -0.437 4.437
*
```

For the HOMO energy, the calculation gives -1.9 eV. Its HOMO-LUMO gap is 5.75 eV.

Atom charges from the Mulliken analysis, given in e for atoms 1 to 5: 0.274, -0.753, 0.574, -0.829, -0.966

Entry 3:
Here is a 2-piece molecular cluster, C3H10N2O2 overall from the Open Molecules 2025 dataset. Energies are from ωB97M-V with the def2-TZVPD basis set.

The geometry in ORCA input format:
```
! wB97M-V def2-TZVPD RIJCOSX def2/J DEFGRID3
* xyz 0 1
C -0.380 1.424 0.589
N 0.405 0.201 0.750
C 1.212 -0.341 -0.259
N 1.320 0.442 -1.396
O 1.895 -1.347 -0.215
C -1.830 1.043 0.224
H 0.026 2.225 -0.035
H -0.357 1.942 1.542
H 0.450 -0.208 1.666
H 1.828 0.100 -2.191
H 0.650 1.139 -1.618
H -2.042 1.362 -0.818
H -2.565 1.542 0.837
H -2.010 -0.019 0.113
H 0.443 -3.192 -0.490
H 0.786 -2.880 0.899
O 0.170 -3.433 0.403
*
```

For the relative energy (zero: lowest compared OMol25 entry of this formula, charge and spin), the calculation gives 61.62 kJ/mol. For the HOMO energy, the calculation gives -9.9 eV. The SMILES is CCNC(N)=O.O. Its HOMO-LUMO gap is 10.61 eV.

Atom charges from the natural (NBO) analysis, given in e for atoms 1 to 5: -0.237, -0.642, 0.791, -0.853, -0.678

Entry 4:
Here is C16H19AlI2N3O4 as an isolated structure from the Open Molecules 2025 dataset. Energies are from ωB97M-V with the def2-TZVPD basis set.

The geometry in ORCA input format:
```
! wB97M-V def2-TZVPD RIJCOSX def2/J DEFGRID3
* xyz -1 1
C -1.568 0.117 -1.827
C -1.537 -0.968 -0.777
I -2.959 -2.544 -1.170
C -0.734 -0.913 0.274
I -0.836 -2.465 1.729
Al 0.527 0.712 0.442
C 1.946 0.528 1.861
N 1.511 0.991 3.229
H -2.230 -0.156 -2.644
H -0.567 0.339 -2.186
H -1.985 1.005 -1.352
H -0.373 2.026 0.736
H 1.272 0.905 -0.985
H 2.364 -0.473 1.964
H 2.791 1.155 1.532
H 1.685 1.989 3.285
H 2.162 0.591 3.902
C -7.908 1.225 -2.469
C -7.950 2.609 -2.356
C -6.778 3.328 -2.184
C -5.580 2.640 -2.130
C -5.518 1.264 -2.237
C -6.695 0.553 -2.407
N -4.322 3.390 -1.969
O -4.394 4.602 -1.879
O -3.299 2.743 -1.938
H -8.826 0.667 -2.607
H -8.896 3.130 -2.404
H -6.798 4.404 -2.094
H -4.570 0.747 -2.187
H -6.660 -0.524 -2.492
C 7.732 -2.914 0.682
C 7.833 -1.937 1.663
C 6.712 -1.556 2.384
C 5.505 -2.170 2.110
C 5.381 -3.140 1.134
C 6.507 -3.512 0.416
N 4.312 -1.783 2.883
O 4.442 -0.905 3.714
O 3.278 -2.362 2.633
H 8.609 -3.210 0.122
H 8.786 -1.469 1.867
H 6.778 -0.795 3.146
H 4.423 -3.596 0.935
H 6.426 -4.269 -0.351
*
```

For the HOMO energy, the calculation gives -4.3 eV. Its HOMO-LUMO gap is 5.97 eV.

Atom charges from the natural (NBO) analysis, given in e for atoms 1 to 5: -0.697, -0.158, -0.036, -0.601, 0.066

Entry 5:
Here is a 8-piece molecular cluster, C40H95BrO12 overall from the Open Molecules 2025 dataset. Energies are from ωB97M-V with the def2-TZVPD basis set.

The geometry in ORCA input format:
```
! wB97M-V def2-TZVPD RIJCOSX def2/J DEFGRID3
* xyz 0 1
C 6.191 -6.679 2.464
C 7.118 -5.626 1.886
O 6.698 -4.324 2.261
C 6.408 -3.452 1.188
C 5.056 -3.714 0.548
O 4.063 -3.082 1.318
C 2.746 -3.492 1.032
C 2.126 -2.761 -0.202
C 1.955 -3.678 -1.413
C 1.177 -4.988 -1.178
C 0.122 -5.012 -0.069
C -1.142 -4.186 -0.317
C -2.047 -4.743 -1.437
C -2.295 -3.778 -2.604
C -2.741 -2.389 -2.145
C -3.944 -2.400 -1.201
C -4.139 -1.037 -0.514
C -3.404 -0.967 0.825
C -4.097 -1.728 1.954
O -5.503 -1.591 1.846
C -6.195 -2.043 2.993
O 2.984 -1.728 -0.646
C 2.950 -0.398 -0.107
C 4.387 -0.087 0.361
C 2.641 0.553 -1.253
O 1.275 0.532 -1.604
C 0.936 1.579 -2.502
C 0.063 1.069 -3.647
C 1.972 -0.240 1.061
C 1.903 1.191 1.619
C 2.132 1.278 3.131
Br 0.150 1.986 1.209
H 6.152 -6.594 3.551
H 6.556 -7.678 2.211
H 5.178 -6.573 2.072
H 8.133 -5.774 2.271
H 7.148 -5.713 0.793
H 6.384 -2.450 1.621
H 7.198 -3.493 0.427
H 5.051 -3.349 -0.490
H 4.878 -4.801 0.510
H 2.727 -4.577 0.874
H 2.176 -3.278 1.940
H 1.128 -2.398 0.058
H 1.460 -3.077 -2.182
H 2.946 -3.915 -1.811
H 0.687 -5.265 -2.118
H 1.892 -5.792 -0.975
H 0.551 -4.731 0.897
H -0.200 -6.055 0.047
H -1.702 -4.197 0.625
H -0.893 -3.137 -0.502
H -3.010 -5.028 -1.006
H -1.606 -5.673 -1.813
H -3.099 -4.204 -3.213
H -1.383 -3.709 -3.205
H -2.999 -1.786 -3.022
H -1.906 -1.871 -1.659
H -3.790 -3.149 -0.417
H -4.835 -2.686 -1.767
H -5.199 -0.820 -0.381
H -3.717 -0.267 -1.166
H -3.255 0.070 1.132
H -2.411 -1.413 0.690
H -3.770 -1.317 2.920
H -3.823 -2.793 1.946
H -6.417 -1.204 3.662
H -5.610 -2.783 3.550
H -7.128 -2.506 2.670
H 4.629 0.974 0.321
H 4.507 -0.418 1.395
H 5.082 -0.657 -0.255
H 2.943 1.569 -0.965
H 3.256 0.255 -2.114
H 0.429 2.373 -1.940
H 1.850 2.023 -2.911
H -0.299 0.066 -3.431
H -0.782 1.737 -3.819
H 0.629 1.030 -4.579
H 2.309 -0.900 1.864
H 0.968 -0.556 0.787
H 2.616 1.843 1.121
H 2.577 2.240 3.392
H 2.798 0.478 3.457
H 1.193 1.205 3.679
C -5.641 2.226 0.802
C -7.125 2.456 0.608
O -7.734 1.406 -0.138
H -5.149 2.119 -0.166
H -5.178 3.055 1.340
H -5.466 1.306 1.367
H -7.292 3.365 0.031
H -7.628 2.574 1.574
H -7.599 0.582 0.342
C -7.315 4.424 -2.736
C -8.799 4.665 -2.919
O -9.435 3.614 -3.640
H -6.824 4.309 -3.703
H -6.837 5.245 -2.200
H -7.148 3.503 -2.171
H -8.976 5.571 -3.499
H -9.286 4.793 -1.945
H -9.305 2.799 -3.143
C 8.089 1.736 2.041
C 7.957 2.470 0.721
O 6.599 2.538 0.283
H 7.686 0.725 1.960
H 9.134 1.672 2.349
H 7.535 2.258 2.825
H 8.495 1.940 -0.066
H 8.370 3.475 0.806
H 6.108 3.021 0.956
C -4.074 -7.736 -3.525
C -5.121 -6.934 -4.275
O -4.721 -5.582 -4.470
H -3.863 -7.276 -2.559
H -4.411 -8.761 -3.359
H -3.139 -7.775 -4.089
H -6.048 -6.887 -3.704
H -5.344 -7.405 -5.238
H -3.910 -5.583 -4.989
C -5.408 7.399 0.305
C -4.596 6.154 0.004
O -4.393 5.963 -1.394
H -6.376 7.353 -0.198
H -5.576 7.503 1.377
H -4.889 8.294 -0.046
H -5.123 5.263 0.345
H -3.633 6.191 0.525
H -3.913 6.724 -1.735
C 0.245 5.922 2.325
C -1.255 5.794 2.510
O -1.956 5.860 1.271
H 0.490 6.862 1.830
H 0.765 5.882 3.283
H 0.609 5.106 1.698
H -1.643 6.613 3.115
H -1.493 4.855 3.023
H -1.646 5.133 0.721
C 10.243 7.048 1.468
C 8.806 6.633 1.720
O 8.712 5.330 2.290
H 10.736 6.331 0.811
H 10.287 8.035 1.005
H 10.804 7.088 2.405
H 8.252 6.582 0.783
H 8.305 7.361 2.365
H 9.179 5.335 3.131
*
```

For the HOMO energy, the calculation gives -9.3 eV. The SMILES is CCOCCOC[C@H](CCCCCCCCCCCOC)O[C@@](C)(COCC)C[C@H](C)Br.CCO.CCO.CCO.CCO.CCO.CCO.CCO. Its HOMO-LUMO gap is 9.66 eV.

Atom charges from the Mulliken analysis, given in e for atoms 1 to 5: -1.036, -0.330, -0.404, -0.744, 0.013

Entry 6:
Here is an isolated molecule of C12H12BClN2O4 from the Open Molecules 2025 dataset. Energies are from ωB97M-V with the def2-TZVPD basis set.

The geometry in ORCA input format:
```
! wB97M-V def2-TZVPD RIJCOSX def2/J DEFGRID3
* xyz 0 1
O 2.643 -0.970 0.235
Cl 0.984 2.544 -0.470
N 0.262 0.150 -3.452
O 0.038 0.240 4.088
O -1.757 -0.682 2.756
O 1.424 -0.474 -3.765
B -0.426 -0.519 3.050
C 1.489 -0.738 -0.105
C 0.172 0.238 -2.125
C 1.281 -0.375 -1.528
C 2.041 -0.805 -2.591
C -2.768 1.818 0.478
C -3.122 0.822 -0.426
C -1.516 2.359 0.466
C -2.206 0.335 -1.356
C -0.618 1.881 -0.449
C -0.909 0.818 -1.334
N 0.418 -0.870 0.775
C 3.333 -1.500 -2.400
C 0.688 -1.220 2.157
H -0.577 0.854 4.504
H -2.413 -0.280 3.346
H -3.491 2.160 1.195
H -4.104 0.391 -0.347
H -1.199 3.172 1.135
H -2.418 -0.507 -1.994
H -0.542 -0.652 0.507
H 3.211 -2.584 -2.502
H 4.022 -1.208 -3.194
H 3.832 -1.209 -1.469
H 0.544 -2.289 2.337
H 1.682 -0.901 2.478
*
```

For the HOMO energy, the calculation gives -9.2 eV. The SMILES is Cc1onc(-c2ccccc2Cl)c1C(=O)NCB(O)O. Its HOMO-LUMO gap is 9.17 eV.

Atom charges from the natural (NBO) analysis, given in e for atoms 1 to 5: -0.632, 0.023, -0.115, -0.886, -0.902

The following maximum force values (in eV/Å) correspond, in order, to the records above: 1.06 1.10 2.16 0.70 0.70 2.31.